C4H10N2O2 | ωB97M-V/def2-TZVPD

```
! wB97M-V def2-TZVPD RIJCOSX def2/J DEFGRID3
* xyz 0 1
C 2.27671 -0.05966 0.07145
C 3.76539 -0.20212 -0.09210
C -2.36220 0.10460 -0.15821
C -3.70090 0.15114 0.18585
H 0.89195 1.37688 -0.06335
H 2.43396 1.97758 -0.04112
H 3.90026 -0.51970 0.96873
H 4.18648 0.79886 -0.25207
H 3.79014 -0.97759 -0.77589
H -0.78938 -1.05724 -0.26904
H -2.36381 -1.90802 -1.01732
H -4.29560 -0.78152 0.10944
H -4.38298 1.10241 -0.35969
H -3.81772 0.37268 1.31957
N 1.86691 1.14235 -0.02534
N -1.73621 -1.10797 -0.09146
O 1.45271 -1.06657 0.23857
O -1.49549 0.99298 -0.09402
*
```

The calculation puts the gap between HOMO and LUMO at 0.370 Ha. The HOMO energy is -9.363 eV. The LUMO energy is 0.717 eV. The relative energy (zero: lowest compared OMol25 entry of this formula, charge and spin) is 92.7 kcal/mol.

Atom charges from the Löwdin analysis, given in e for atoms 1 to 8: C -0.584; C 0.006; C -0.691; C -0.073; H 0.098; H 0.121; H 0.110; H 0.084

***

C4H10N2O2 | ωB97M-V/def2-TZVPD

```
! wB97M-V def2-TZVPD RIJCOSX def2/J DEFGRID3
* xyz 0 1
C -0.71112 -0.29148 -1.99340
C 0.47017 2.55030 0.35978
C 0.12969 -2.31238 1.05496
C 0.76612 0.21637 -0.28784
N -1.63938 -0.96994 -1.53810
N 0.33713 -0.03263 0.95907
O 0.71221 1.58326 -0.64244
O 0.79270 -1.14039 1.55163
H -0.65306 0.39553 -2.83966
H -0.60250 2.65168 0.80592
H 0.58165 3.62035 -0.15183
H 1.05838 2.37812 1.25859
H 0.20045 -2.46798 0.00204
H -0.98276 -2.37551 1.30494
H 0.63403 -3.17401 1.44428
H 1.64539 -0.21675 -0.66175
H -2.46599 -1.01499 -2.07137
H -0.27309 0.60047 1.44518
*
```

The calculation puts the gap between HOMO and LUMO (alpha / beta) at 0.281 / 0.281 Ha. The HOMO energy (alpha / beta) is -6.750 / -6.751 eV. The LUMO energy (alpha / beta) is 0.899 / 0.899 eV. The relative energy (zero: lowest compared OMol25 entry of this formula, charge and spin) is 192.2 kcal/mol.

Atom charges from the Löwdin analysis, given in e for atoms 1 to 8: C -0.111; C -0.137; C -0.081; C -0.183; N 0.000; N -0.041; O -0.174; O -0.129

***

C4H10N2O2 | ωB97M-V/def2-TZVPD

```
! wB97M-V def2-TZVPD RIJCOSX def2/J DEFGRID3
* xyz 0 1
C -0.33108 1.61817 -1.15005
C -0.82399 2.56387 -0.03931
N 0.02844 2.30111 1.12467
O -1.57848 3.48236 -0.00611
H 0.22165 2.21172 -1.97868
H -1.33149 1.16815 -1.57027
H 0.60280 1.03080 -0.84519
H -0.17172 2.84253 1.91385
H 1.09458 2.11708 1.07398
C 0.83964 -1.84129 -0.67936
C -0.41459 -2.25225 -0.02704
N -0.24870 -2.35136 1.38436
O -1.45458 -2.64125 -0.57235
H 0.72673 -1.71066 -1.78437
H 1.71287 -2.61996 -0.49397
H 1.35105 -0.93614 -0.07378
H -0.96939 -3.02926 1.99123
H 0.74625 -1.95360 1.73238
*
```

The calculation puts the gap between HOMO and LUMO at 0.378 Ha. The HOMO energy is -9.869 eV. The LUMO energy is 0.423 eV. The relative energy (zero: lowest compared OMol25 entry of this formula, charge and spin) is 69.8 kcal/mol. Its structure (SMILES) is CC(N)=O.CC(N)=O.

Atom charges from the Löwdin analysis, given in e for atoms 1 to 8: C -0.038; C -0.554; N 0.072; O 0.079; H 0.100; H 0.126; H 0.054; H 0.043

***

C4H10N2O2 | ωB97M-V/def2-TZVPD

```
! wB97M-V def2-TZVPD RIJCOSX def2/J DEFGRID3
* xyz 0 1
O -0.08207 3.22754 -1.60891
C -0.63710 2.25412 -1.15109
O -1.97744 2.10392 -1.41105
C -0.04622 1.11393 -0.50812
C -0.90480 0.22518 0.27128
C -0.10799 -0.61775 1.26584
N 0.78622 -1.65135 0.95146
N 1.34074 0.91517 -0.66432
H -2.24445 2.96970 -1.75612
H 2.25022 -4.23037 0.98092
H -1.66508 0.78002 0.83039
H -1.46441 -0.45940 -0.40848
H -0.83848 -1.00774 2.03518
H 0.51128 0.13132 1.83953
H 1.59758 -4.41176 0.69013
H 0.36258 -2.14776 0.15461
H 1.56071 0.24453 0.07722
H 1.55873 0.56071 -1.58846
*
```

The calculation puts the gap between HOMO and LUMO at 0.161 Ha. The HOMO energy is -7.031 eV. The LUMO energy is -2.656 eV. The relative energy (zero: lowest compared OMol25 entry of this formula, charge and spin) is 164.5 kcal/mol.

Atom charges from the Löwdin analysis, given in e for atoms 1 to 8: O 0.127; C -0.472; O 0.091; C -0.142; C -0.165; C -0.433; N -0.028; N 0.161

***

C4H10N2O2 | ωB97M-V/def2-TZVPD

```
! wB97M-V def2-TZVPD RIJCOSX def2/J DEFGRID3
* xyz 0 1
C 0.31993 0.99708 0.29395
C 1.63012 1.39954 -0.26127
C -0.18139 -1.32314 -1.56529
N -0.99700 -0.98078 -0.40322
C -0.25777 -0.37290 0.71894
N -1.25912 -0.07466 1.77939
O -0.54934 1.97727 0.26803
O 0.95516 -0.66063 1.13460
H -1.43695 1.57658 0.41393
H -1.42461 -1.83474 -0.05254
H -0.77855 -0.13020 2.67190
H -1.99967 -0.76829 1.77707
H 2.32262 1.38346 0.57784
H 1.98706 0.63605 -0.95530
H 1.63813 2.36949 -0.75030
H 0.73894 -1.85612 -1.30134
H -0.78082 -1.93177 -2.24320
H 0.07324 -0.40624 -2.10319
*
```

The calculation puts the gap between HOMO and LUMO (alpha / beta) at 0.315 / 0.315 Ha. The HOMO energy (alpha / beta) is -8.261 / -8.261 eV. The LUMO energy (alpha / beta) is 0.305 / 0.306 eV. The relative energy (zero: lowest compared OMol25 entry of this formula, charge and spin) is 100.0 kcal/mol.

Atom charges from the Löwdin analysis, given in e for atoms 1 to 8: C -0.206; C 0.007; C -0.113; N -0.030; C -0.731; N 0.098; O 0.136; O -0.088

***

C4H10N2O2 | ωB97M-V/def2-TZVPD

```
! wB97M-V def2-TZVPD RIJCOSX def2/J DEFGRID3
* xyz 0 1
C 0.87490 0.31291 -3.36659
C 0.76488 0.15403 -1.88022
N -0.03259 -0.85651 -1.35390
O -0.57295 0.48011 -1.32420
H 1.00147 1.36373 -3.62155
H -0.02748 -0.06175 -3.84242
H 1.74294 -0.23994 -3.72300
H 1.62587 0.49509 -1.30049
H 0.24154 -1.11900 -0.39773
C -1.54709 -0.25725 1.73854
C -0.08916 -0.27400 2.11937
N 0.22699 0.37554 3.26241
O 0.76591 -0.83082 1.45299
H -1.64884 0.25159 0.77893
H -1.88978 -1.28139 1.60103
H -2.16553 0.23999 2.48098
H 1.18872 0.39258 3.56007
H -0.45981 0.85509 3.81577
*
```

The calculation puts the gap between HOMO and LUMO at 0.359 Ha. The HOMO energy is -8.953 eV. The LUMO energy is 0.828 eV. The relative energy (zero: lowest compared OMol25 entry of this formula, charge and spin) is 76.7 kcal/mol. Its structure (SMILES) is C[C@@H]1NO1.CC(N)=O.

Atom charges from the Löwdin analysis, given in e for atoms 1 to 8: C -0.043; C -0.376; N 0.026; O -0.094; H 0.077; H 0.081; H 0.077; H 0.143

***

C4H10N2O2 | ωB97M-V/def2-TZVPD

```
! wB97M-V def2-TZVPD RIJCOSX def2/J DEFGRID3
* xyz 0 1
N 2.25265 -0.51549 2.09004
C 0.78330 -0.35677 1.61748
C -0.09549 0.71847 0.87517
N -1.27007 0.32458 0.22191
C -1.37656 0.64925 -1.08341
C -0.53288 -0.42624 -2.13788
O -0.40008 -1.68197 -1.34036
O -1.11521 -0.42963 -3.22745
H 2.85017 -0.21080 1.28690
H 1.67247 0.46879 2.12405
H 0.72737 -1.16969 0.85282
H 0.20000 -0.59600 2.53957
H 0.62802 1.17360 0.16070
H -0.40286 1.48488 1.60564
H -0.82794 -1.41189 -0.48917
H -2.36688 0.39308 -1.48929
H -1.25404 1.70118 -1.39556
H 0.52801 -0.11535 -2.21116
*
```

The calculation puts the gap between HOMO and LUMO at 0.258 Ha. The HOMO energy is -9.923 eV. The LUMO energy is -2.910 eV. The relative energy (zero: lowest compared OMol25 entry of this formula, charge and spin) is 223.8 kcal/mol.

Atom charges from the Löwdin analysis, given in e for atoms 1 to 8: N 0.007; C -0.313; C -0.255; N 0.043; C -0.147; C -0.492; O -0.038; O 0.087

***

C4H10N2O2 | ωB97M-V/def2-TZVPD

```
! wB97M-V def2-TZVPD RIJCOSX def2/J DEFGRID3
* xyz 0 1
C -1.05283 2.66098 -0.73732
C -0.64232 1.29874 -0.34020
C -1.04082 0.48806 0.67959
N -0.23044 -0.61353 0.63856
C 0.56615 -0.46971 -0.45274
N 0.32351 0.64534 -1.07872
H -0.64045 2.95100 -1.69084
H -2.09522 2.96357 -0.77842
H -0.60265 3.39697 -0.06554
H -1.80829 0.61029 1.41364
H -0.29580 -1.45047 1.19096
H 1.34503 -1.16436 -0.72144
O -1.77890 -3.23213 0.22809
H -2.48095 -2.99561 -0.39183
H -2.31349 -3.55473 0.97332
O 3.64671 0.33736 0.56091
H 3.47400 0.02334 1.45585
H 3.90610 -0.46239 0.07817
*
```

The calculation puts the gap between HOMO and LUMO at 0.321 Ha. The HOMO energy is -8.238 eV. The LUMO energy is 0.487 eV. The relative energy (zero: lowest compared OMol25 entry of this formula, charge and spin) is 39.6 kcal/mol. Its structure (SMILES) is Cc1c[nH]cn1.O.O.

Atom charges from the Löwdin analysis, given in e for atoms 1 to 8: C -0.059; C -0.356; C -0.079; N 0.042; C -0.222; N 0.095; H 0.067; H 0.069

***

C4H10N2OS | ωB97M-V/def2-TZVPD

```
! wB97M-V def2-TZVPD RIJCOSX def2/J DEFGRID3
* xyz 0 1
C 2.03918 1.26065 1.94499
C 2.46628 1.06639 0.50301
C 0.45539 -0.68235 0.23786
C -2.83144 -0.75102 -1.41904
N 0.60478 1.50400 2.04987
N -2.08947 -1.75571 -2.16361
O 0.06241 1.06068 3.03929
S 2.02621 -0.61835 -0.14119
H 2.36916 0.43830 2.59332
H 2.49617 2.18998 2.30707
H 1.97184 1.79220 -0.14024
H 3.54767 1.15143 0.39858
H 0.00157 -1.62283 -0.06872
H -3.64326 -1.24550 -0.88501
H -2.16374 -0.29434 -0.68781
H -3.26110 0.04605 -2.04460
H -1.34840 -1.31342 -2.70050
H -2.70325 -2.22616 -2.82327
*
```

The calculation puts the gap between HOMO and LUMO (alpha / beta) at 0.307 / 0.307 Ha. The HOMO energy (alpha / beta) is -8.470 / -8.471 eV. The LUMO energy (alpha / beta) is -0.106 / -0.106 eV. The relative energy (zero: lowest compared OMol25 entry of this formula, charge and spin) is 145.9 kcal/mol.

Atom charges from the Löwdin analysis, given in e for atoms 1 to 8: C -0.288; C -0.443; C -0.367; C -0.208; N -0.082; N -0.083; O -0.018; S 0.863

***

C4H10N2OS | ωB97M-V/def2-TZVPD

```
! wB97M-V def2-TZVPD RIJCOSX def2/J DEFGRID3
* xyz 1 2
N 0.46837 1.03924 1.84731
C -0.03551 0.27385 0.69089
C -1.10645 1.16322 -0.05803
S -2.56964 0.06363 -0.51913
C 1.30251 0.10362 -0.27303
N 1.94040 -1.19565 -0.28299
C 1.06564 -2.42107 -0.19164
O 1.84332 1.10274 -0.70197
H 0.67786 0.56852 2.62755
H 1.03683 1.73958 1.56906
H -0.51848 -0.66042 0.95563
H -1.41779 2.07826 0.49064
H -0.57236 1.47594 -1.01239
H -2.48914 0.40362 -1.87316
H 2.92521 -1.28470 -0.55990
H 1.02098 -2.88175 -1.12062
H 0.04522 -2.06251 0.16118
H 1.44079 -2.83940 0.72440
*
```

The calculation puts the gap between HOMO and LUMO (alpha / beta) at 0.379 / 0.172 Ha. The HOMO energy (alpha / beta) is -13.621 / -13.363 eV. The LUMO energy (alpha / beta) is -3.295 / -8.677 eV. The relative energy (zero: lowest compared OMol25 entry of this formula, charge and spin) is 45.8 kcal/mol.

Atom charges from the Löwdin analysis, given in e for atoms 1 to 8: N 0.311; C -0.252; C -0.438; S 0.743; C -0.317; N 0.041; C -0.014; O 0.146

***

C4H10N2S | ωB97M-V/def2-TZVPD

```
! wB97M-V def2-TZVPD RIJCOSX def2/J DEFGRID3
* xyz 0 1
N 1.17776 1.37645 1.06693
C 0.07091 0.44766 1.13487
C -0.16766 -0.15746 -0.23736
C 1.01479 -0.84991 -0.49848
S 0.95557 -2.11713 -1.71499
C -1.40010 0.46918 -1.07311
N -1.48117 -0.89496 -0.39495
H 2.10585 0.93459 1.45331
H 0.76202 2.27875 1.51822
H 0.31123 -0.25314 2.14108
H -0.72506 1.13042 1.26352
H 1.44697 0.14685 -1.05110
H 1.65401 -1.10326 0.38770
H -0.54236 -2.33100 -1.66123
H -1.16008 0.39722 -2.13917
H -1.98111 1.41017 -0.75824
H -2.04155 -0.88443 0.56302
*
```

The calculation puts the gap between HOMO and LUMO at 0.337 Ha. The HOMO energy is -8.424 eV. The LUMO energy is 0.733 eV. The relative energy (zero: lowest compared OMol25 entry of this formula, charge and spin) is 102.9 kcal/mol. Its structure (SMILES) is NC[C@]1(CS)CN1.

Atom charges from the Löwdin analysis, given in e for atoms 1 to 8: N -0.060; C -0.311; C -0.595; C -0.655; S 0.665; C -0.050; N -0.035; H 0.120

***

C4H10N2S | ωB97M-V/def2-TZVPD

```
! wB97M-V def2-TZVPD RIJCOSX def2/J DEFGRID3
* xyz 0 1
C 1.95506 1.49680 1.21311
C -2.25303 -0.01917 -0.54225
C -1.66154 -0.75408 -1.68562
C 1.19187 -1.11121 0.54291
N 0.73724 1.14559 0.91809
N 0.19326 -0.02658 0.67513
S -2.26727 1.55450 -0.32665
H 2.84835 0.87987 1.22492
H 1.99838 2.50643 1.26726
H -2.83708 -0.61644 0.16696
H -0.62767 -0.91435 -1.35919
H -1.51362 -0.00648 -2.58807
H -2.03666 -1.83940 -1.92122
H 1.54887 -1.19333 -0.50035
H 2.02862 -1.00692 1.22644
H 0.71187 -2.02682 0.75659
H -0.01664 1.93158 0.93195
*
```

The calculation puts the gap between HOMO and LUMO at 0.294 Ha. The HOMO energy is -7.772 eV. The LUMO energy is 0.221 eV. The relative energy (zero: lowest compared OMol25 entry of this formula, charge and spin) is 93.2 kcal/mol.

Atom charges from the Löwdin analysis, given in e for atoms 1 to 8: C -0.002; C -0.772; C -0.184; C -0.134; N -0.154; N -0.112; S 0.654; H 0.064

***

C4H10N2S | ωB97M-V/def2-TZVPD

```
! wB97M-V def2-TZVPD RIJCOSX def2/J DEFGRID3
* xyz 0 1
C -0.74046 1.60764 1.92157
C -1.46403 0.52017 1.18538
N -1.13506 0.59304 -0.24550
C -2.01538 -0.24341 -1.06558
N 0.19571 0.37055 -0.50203
C 0.86919 -0.73949 -0.21374
S 2.39514 -1.12709 -0.66611
H -0.97025 2.63306 1.53382
H -1.15347 1.72203 2.91513
H 0.31315 1.42236 2.04706
H -2.51933 0.81284 1.33376
H -1.44827 -0.54265 1.58565
H -1.99502 0.11995 -2.10789
H -1.71559 -1.29845 -1.09023
H -3.03821 -0.17397 -0.72166
H 0.69548 1.16812 -0.92973
H 0.18876 -1.44450 0.35883
*
```

The calculation puts the gap between HOMO and LUMO at 0.341 Ha. The HOMO energy is -8.389 eV. The LUMO energy is 0.878 eV. The relative energy (zero: lowest compared OMol25 entry of this formula, charge and spin) is 35.1 kcal/mol. Its structure (SMILES) is CCN(C)NC=S.

Atom charges from the Löwdin analysis, given in e for atoms 1 to 8: C -0.103; C -0.269; N -0.234; C -0.070; N -0.085; C -0.770; S 0.564; H 0.098